Record 1
Here is a structure of composition C35H28CuN6O2 in a non-equilibrium geometry from OMol25. Energies are from wB97M-V/def2-TZVPD.

Results
Net charge   +1
Kohn-Sham gap   7.4 eV

Element x y z (Å)
Cu (2.466, 0.190, 0.562)
C (1.571, 3.180, 3.785)
O (1.771, 1.863, 4.311)
C (2.244, 1.126, 3.303)
N (2.521, 1.727, 2.207)
C (2.273, 3.149, 2.398)
C (1.474, 3.770, 1.275)
C (0.745, 4.935, 1.480)
C (0.000, 5.478, 0.446)
C (-0.009, 4.872, -0.799)
C (0.739, 3.727, -1.014)
C (1.481, 3.183, 0.017)
C (2.368, -0.327, 3.408)
C (2.107, -1.095, 4.539)
C (2.223, -2.477, 4.426)
C (2.571, -3.052, 3.209)
C (2.812, -2.204, 2.132)
N (2.719, -0.886, 2.257)
C (3.130, -2.609, 0.763)
N (3.357, -1.729, -0.140)
C (3.620, -2.425, -1.392)
C (3.241, -3.889, -1.040)
O (3.129, -3.890, 0.390)
C (2.878, -1.830, -2.567)
C (2.568, -2.594, -3.685)
C (1.877, -2.026, -4.743)
C (1.505, -0.692, -4.698)
C (1.837, 0.078, -3.597)
C (2.524, -0.487, -2.541)
H (1.992, 3.907, 4.477)
H (0.490, 3.343, 3.695)
H (3.249, 3.656, 2.447)
H (0.766, 5.430, 2.439)
H (-0.570, 6.379, 0.616)
H (-0.599, 5.294, -1.597)
H (0.749, 3.261, -1.988)
H (2.074, 2.289, -0.145)
H (1.836, -0.612, 5.464)
H (2.054, -3.103, 5.288)
H (2.669, -4.119, 3.083)
H (4.700, -2.345, -1.596)
H (3.988, -4.623, -1.338)
H (2.263, -4.172, -1.450)
H (2.875, -3.627, -3.742)
H (1.636, -2.628, -5.606)
H (0.958, -0.261, -5.520)
H (1.568, 1.123, -3.567)
H (2.793, 0.113, -1.676)
N (-4.662, 0.210, -0.031)
C (-5.824, -0.279, -0.558)
C (-7.153, 0.101, -0.433)
C (-8.080, -0.658, -1.113)
C (-7.704, -1.751, -1.904)
C (-6.391, -2.132, -2.043)
C (-5.433, -1.389, -1.353)
N (-4.084, -1.541, -1.286)
C (-3.644, -0.590, -0.497)
C (-2.250, -0.413, -0.183)
C (-1.311, -1.275, -0.762)
C (0.028, -1.075, -0.520)
N (0.490, -0.084, 0.247)
C (-0.401, 0.700, 0.848)
C (-1.762, 0.582, 0.670)
H (-4.583, 1.010, 0.573)
H (-7.449, 0.947, 0.168)
H (-9.127, -0.404, -1.038)
H (-8.474, -2.303, -2.419)
H (-6.096, -2.968, -2.655)
H (-1.660, -2.070, -1.400)
H (0.767, -1.721, -0.966)
H (-0.008, 1.469, 1.495)
H (-2.421, 1.264, 1.183)

Atomic partial charges in e from the Mulliken method, atoms 1 to 5:
1. Cu -0.35
2. C -0.76
3. O -0.45
4. C 0.17
5. N -0.43



Record 2
Here is a structure of composition C35H28F3N3O3PdSSb from OMol25. Energies are from wB97M-V/def2-TZVPD.

Results
Net charge   +1
Kohn-Sham gap   7.2 eV
Energy relative to the best compared isomer or geometry (same formula, charge and spin)   101.4 kcal per mole

Element x y z (Å)
Pd (0.376, 0.633, -0.607)
O (3.964, 3.130, -1.217)
S (2.806, 2.311, -1.078)
O (1.812, 2.299, -2.132)
N (1.927, 2.771, 0.327)
C (1.976, 3.960, 0.621)
C (2.008, 5.230, 0.917)
C (1.099, 6.195, 0.286)
C (-0.155, 5.957, -0.091)
C (-0.898, 4.707, 0.200)
C (-1.355, 4.402, 1.475)
C (-2.068, 3.234, 1.705)
C (-2.314, 2.386, 0.645)
N (-1.885, 2.656, -0.592)
C (-1.210, 3.763, -0.772)
C (3.207, 0.659, -0.665)
C (3.912, 0.417, 0.511)
C (4.239, -0.888, 0.829)
C (3.875, -1.927, -0.023)
C (3.191, -1.670, -1.199)
C (2.844, -0.365, -1.532)
H (2.787, 5.564, 1.591)
H (1.524, 7.174, 0.100)
H (-0.699, 6.733, -0.617)
H (-1.148, 5.090, 2.284)
H (-2.429, 2.992, 2.694)
H (-2.862, 1.460, 0.763)
H (4.193, 1.235, 1.161)
H (4.784, -1.099, 1.740)
H (4.134, -2.945, 0.234)
H (2.914, -2.482, -1.858)
H (2.326, -0.142, -2.455)
C (0.025, 3.786, -4.255)
C (-0.632, 3.221, -3.054)
N (-1.089, 2.012, -3.014)
O (-0.728, 4.063, -2.059)
H (0.189, 3.023, -5.011)
H (0.977, 4.222, -3.956)
H (-0.604, 4.578, -4.664)
H (-0.921, 1.399, -3.797)
H (-1.506, 1.658, -2.145)
F (1.013, -6.364, -3.199)
C (0.647, -5.323, -2.435)
C (0.364, -4.117, -3.047)
C (-0.005, -3.047, -2.244)
C (-0.102, -3.182, -0.861)
C (0.192, -4.414, -0.282)
C (0.572, -5.495, -1.066)
Sb (-0.646, -1.465, 0.269)
C (-2.723, -1.862, 0.515)
C (-3.423, -2.660, -0.386)
C (-4.788, -2.867, -0.242)
C (-5.437, -2.266, 0.819)
F (-6.756, -2.461, 0.967)
C (-4.775, -1.475, 1.739)
C (-3.412, -1.276, 1.576)
C (-0.011, -2.067, 2.200)
C (-0.665, -3.061, 2.926)
C (-0.201, -3.448, 4.175)
C (0.924, -2.824, 4.681)
F (1.380, -3.194, 5.888)
C (1.594, -1.831, 3.994)
C (1.114, -1.455, 2.747)
H (0.440, -4.032, -4.123)
H (-0.207, -2.085, -2.704)
H (0.138, -4.541, 0.792)
H (0.807, -6.458, -0.634)
H (-2.904, -3.141, -1.207)
H (-5.347, -3.488, -0.928)
H (-5.323, -1.039, 2.563)
H (-2.880, -0.674, 2.306)
H (-1.551, -3.539, 2.524)
H (-0.694, -4.217, 4.754)
H (2.464, -1.367, 4.438)
H (1.621, -0.669, 2.197)

Atomic partial charges in e from the Mulliken method, atoms 1 to 5:
1. Pd 0.32
2. O -0.63
3. S 1.22
4. O -0.38
5. N 0.00



Record 3
Here is a structure of composition C35H28FGeIN7O4ReS from OMol25. Energies are from wB97M-V/def2-TZVPD.

Results
Net charge   +2
Kohn-Sham gap   7.4 eV
Energy relative to the best compared isomer or geometry (same formula, charge and spin)   17.5 kcal per mole

Element x y z (Å)
Re (0.335, 0.023, -0.111)
F (3.312, 4.732, -2.988)
C (2.894, 4.589, -1.738)
C (3.565, 3.858, -0.849)
N (3.127, 3.718, 0.466)
C (3.356, 2.447, 1.130)
C (2.269, 1.488, 0.713)
O (2.200, 0.291, 1.098)
O (1.358, 1.903, -0.082)
C (1.990, 4.380, 0.913)
O (1.524, 4.188, 2.013)
N (1.388, 5.207, -0.012)
C (1.624, 5.225, -1.380)
O (0.826, 5.685, -2.163)
H (4.481, 3.346, -1.114)
H (3.319, 2.575, 2.211)
H (4.330, 2.039, 0.863)
H (0.549, 5.673, 0.310)
S (-0.878, -4.443, -3.455)
C (-0.616, -3.390, -2.372)
N (-0.426, -2.576, -1.500)
N (-1.671, 4.179, -2.932)
C (-1.930, 2.969, -2.415)
C (-0.934, 2.237, -1.733)
N (-1.180, 1.028, -1.235)
C (-2.411, 0.514, -1.412)
C (-3.369, 1.247, -2.090)
N (-3.152, 2.454, -2.582)
H (-0.815, 4.687, -2.754)
H (-2.432, 4.665, -3.379)
H (0.044, 2.668, -1.584)
H (-2.606, -0.477, -1.037)
H (-4.357, 0.828, -2.236)
I (3.138, 1.650, -5.172)
C (2.996, 0.327, -3.583)
C (3.889, -0.723, -3.418)
C (3.735, -1.563, -2.325)
C (2.708, -1.336, -1.434)
N (1.838, -0.325, -1.600)
C (1.983, 0.491, -2.654)
H (4.688, -0.884, -4.129)
H (4.411, -2.390, -2.158)
H (2.568, -1.960, -0.562)
H (1.260, 1.287, -2.761)
C (-0.198, -1.589, -0.712)
Ge (-1.062, -1.883, 1.471)
C (0.182, -2.832, 2.583)
C (-0.345, -3.841, 3.394)
C (0.481, -4.528, 4.271)
C (1.830, -4.214, 4.345)
C (2.356, -3.208, 3.547)
C (1.536, -2.511, 2.671)
C (-2.390, -3.076, 0.715)
C (-3.632, -2.670, 0.221)
C (-4.501, -3.594, -0.343)
C (-4.140, -4.931, -0.425)
C (-2.904, -5.344, 0.049)
C (-2.032, -4.424, 0.612)
C (-1.660, -0.075, 1.869)
C (-3.000, 0.323, 1.848)
C (-3.331, 1.661, 1.948)
C (-2.342, 2.645, 2.031)
C (-1.015, 2.281, 2.081)
C (-0.662, 0.918, 2.018)
H (-1.398, -4.094, 3.353)
H (0.068, -5.307, 4.898)
H (2.472, -4.753, 5.029)
H (3.407, -2.959, 3.613)
H (1.963, -1.721, 2.068)
H (-3.944, -1.637, 0.265)
H (-5.465, -3.270, -0.711)
H (-4.824, -5.650, -0.857)
H (-2.618, -6.386, -0.012)
H (-1.069, -4.763, 0.973)
H (-3.790, -0.413, 1.801)
H (-4.374, 1.949, 1.972)
H (-2.624, 3.687, 2.102)
H (-0.242, 3.030, 2.199)
H (0.339, 0.646, 2.343)

Atomic partial charges in e from the Mulliken method, atoms 1 to 5:
1. Re 0.76
2. F -0.33
3. C 0.49
4. C -0.19
5. N 0.12



Record 4
Here is a structure of composition C35H29AsBrN3RhS in a non-equilibrium geometry from OMol25. Energies are from wB97M-V/def2-TZVPD.

Results
Net charge   +1
Kohn-Sham gap   6.9 eV
Energy relative to the best compared isomer or geometry (same formula, charge and spin)   9.4 kcal per mole

Element x y z (Å)
Rh (0.948, -1.062, -0.243)
C (0.197, -3.549, 2.434)
C (-0.109, -2.116, 2.733)
C (-1.007, -1.793, 3.756)
C (-1.222, -0.479, 4.097)
C (-0.491, 0.511, 3.448)
C (0.377, 0.130, 2.449)
N (0.530, -1.159, 2.059)
C (1.308, 1.074, 1.785)
C (1.735, 2.277, 2.325)
C (2.759, 2.960, 1.686)
C (3.403, 2.379, 0.604)
C (2.937, 1.160, 0.135)
N (1.849, 0.605, 0.664)
C (3.657, 0.274, -0.803)
C (4.663, 0.705, -1.641)
C (5.311, -0.240, -2.427)
C (4.941, -1.563, -2.329)
C (3.910, -1.933, -1.463)
C (3.466, -3.355, -1.363)
N (3.284, -1.021, -0.715)
H (0.486, -4.047, 3.360)
H (1.000, -3.634, 1.710)
H (-0.675, -4.066, 2.031)
H (-1.525, -2.591, 4.270)
H (-1.928, -0.218, 4.874)
H (-0.590, 1.550, 3.728)
H (1.305, 2.654, 3.241)
H (3.106, 3.906, 2.078)
H (4.282, 2.836, 0.173)
H (4.928, 1.751, -1.697)
H (6.094, 0.063, -3.109)
H (5.431, -2.323, -2.922)
H (4.325, -4.024, -1.314)
H (2.873, -3.621, -2.240)
H (2.840, -3.503, -0.486)
S (1.128, -0.473, -2.468)
C (-0.515, -0.446, -3.120)
C (-0.723, -0.609, -4.486)
C (-2.010, -0.537, -4.997)
C (-3.101, -0.318, -4.163)
C (-2.904, -0.157, -2.801)
C (-1.615, -0.214, -2.294)
As (-1.157, 0.054, -0.456)
C (-0.985, 1.969, -0.268)
C (-0.484, 2.695, -1.345)
C (-0.333, 4.069, -1.237)
C (-0.680, 4.721, -0.061)
C (-1.178, 3.997, 1.013)
C (-1.325, 2.621, 0.914)
C (-2.707, -0.449, 0.569)
C (-2.854, -1.780, 0.947)
C (-4.010, -2.188, 1.597)
C (-5.015, -1.272, 1.871)
C (-4.873, 0.053, 1.482)
C (-3.724, 0.468, 0.826)
H (0.117, -0.806, -5.140)
H (-2.167, -0.672, -6.059)
H (-4.101, -0.283, -4.573)
H (-3.747, 0.003, -2.140)
H (-0.213, 2.191, -2.264)
H (0.047, 4.633, -2.078)
H (-0.573, 5.795, 0.014)
H (-1.459, 4.505, 1.927)
H (-1.722, 2.062, 1.752)
H (-2.082, -2.500, 0.705)
H (-4.130, -3.226, 1.879)
H (-5.917, -1.592, 2.376)
H (-5.664, 0.766, 1.678)
H (-3.633, 1.499, 0.508)
Br (-0.088, -3.116, -0.998)

Atomic partial charges in e from the Mulliken method, atoms 1 to 5:
1. Rh 0.20
2. C -1.36
3. C 0.60
4. C -0.46
5. C -0.99



Record 5
Here is a cluster of 6 separate species, C35H29F2N6O10 in total in a non-equilibrium geometry from OMol25. Energies are from wB97M-V/def2-TZVPD.

Results
Net charge   +1
Kohn-Sham gap   6.5 eV
Energy relative to the best compared isomer or geometry (same formula, charge and spin)   0.0 kcal per mole

Element x y z (Å)
F (2.493, -5.315, 5.271)
C (1.838, -4.167, 5.259)
C (2.508, -2.948, 5.214)
C (1.728, -1.768, 5.216)
C (0.364, -1.888, 5.267)
N (-0.241, -3.084, 5.310)
C (0.462, -4.215, 5.299)
F (-0.197, -5.344, 5.354)
H (3.598, -2.928, 5.178)
H (2.200, -0.789, 5.190)
H (-0.244, -0.985, 5.253)
H (-1.258, -3.111, 5.350)
C (-1.723, -2.838, -1.261)
C (-0.820, -3.822, -0.877)
C (0.147, -3.544, 0.076)
C (0.193, -2.277, 0.637)
C (-0.699, -1.284, 0.258)
C (-1.659, -1.570, -0.697)
N (1.196, -1.982, 1.658)
O (1.985, -2.856, 1.968)
O (1.201, -0.872, 2.162)
H (-2.478, -3.061, -2.003)
H (-0.871, -4.807, -1.321)
H (0.848, -4.312, 0.369)
H (-0.656, -0.296, 0.695)
H (-2.362, -0.807, -1.000)
C (-5.553, -6.392, 1.981)
C (-4.795, -5.340, 2.479)
C (-4.668, -4.169, 1.749)
C (-5.310, -4.063, 0.527)
C (-6.062, -5.107, 0.015)
C (-6.182, -6.277, 0.749)
N (-5.199, -2.816, -0.239)
O (-4.514, -1.922, 0.224)
O (-5.798, -2.745, -1.292)
H (-5.654, -7.304, 2.555)
H (-4.304, -5.434, 3.439)
H (-4.078, -3.352, 2.139)
H (-6.557, -5.020, -0.942)
H (-6.770, -7.098, 0.362)
C (3.333, 0.727, 0.495)
C (2.478, 1.819, 0.474)
C (2.591, 2.769, -0.527)
C (3.562, 2.610, -1.501)
C (4.427, 1.529, -1.489)
C (4.310, 0.583, -0.483)
N (3.670, 3.604, -2.577)
O (2.909, 4.555, -2.548)
O (4.509, 3.422, -3.433)
H (3.239, -0.015, 1.277)
H (1.720, 1.928, 1.239)
H (1.922, 3.618, -0.536)
H (5.186, 1.412, -2.250)
H (4.977, -0.269, -0.462)
C (-4.050, 1.652, -5.680)
C (-2.883, 1.620, -6.432)
C (-1.930, 0.642, -6.194)
C (-2.161, -0.297, -5.204)
C (-3.317, -0.272, -4.441)
C (-4.265, 0.709, -4.682)
N (-1.163, -1.348, -4.966)
O (-0.154, -1.333, -5.636)
O (-1.409, -2.179, -4.108)
H (-4.795, 2.413, -5.872)
H (-2.718, 2.356, -7.207)
H (-1.024, 0.622, -6.783)
H (-3.491, -1.006, -3.666)
H (-5.173, 0.737, -4.096)
C (4.399, 8.884, -0.593)
C (4.400, 9.199, 0.760)
C (4.187, 8.207, 1.704)
C (3.979, 6.906, 1.278)
C (3.968, 6.580, -0.067)
C (4.179, 7.576, -1.006)
N (3.776, 5.846, 2.274)
O (3.769, 6.162, 3.446)
O (3.629, 4.708, 1.866)
H (4.571, 9.660, -1.328)
H (4.570, 10.219, 1.079)
H (4.188, 8.457, 2.756)
H (3.800, 5.564, -0.394)
H (4.175, 7.332, -2.060)

Atomic partial charges in e from the Mulliken method, atoms 1 to 5:
1. F -0.25
2. C 0.55
3. C -0.17
4. C -0.45
5. C -0.33



Record 6
Here is a structure of composition C35H29N9OReS2 in a non-equilibrium geometry from OMol25. Energies are from wB97M-V/def2-TZVPD.

Results
Net charge   +2
Kohn-Sham gap (alpha / beta)   7.4 / 5.9 eV
Energy relative to the best compared isomer or geometry (same formula, charge and spin)   12.5 kcal per mole
2S+1   4

Element x y z (Å)
Re (0.706, 0.133, -0.604)
C (-4.673, 0.737, -5.153)
C (-3.824, 0.738, -3.916)
C (-4.361, 0.469, -2.657)
C (-3.562, 0.392, -1.539)
C (-2.169, 0.584, -1.600)
N (-1.334, 0.346, -0.526)
C (-1.835, -0.075, 0.727)
C (-2.735, -1.131, 0.875)
C (-3.149, -1.555, 2.125)
C (-2.658, -0.969, 3.287)
C (-3.088, -1.425, 4.651)
C (-1.738, 0.063, 3.147)
C (-1.345, 0.520, 1.899)
N (-0.421, 1.597, 1.833)
C (-0.312, 2.610, 2.716)
C (0.785, 3.363, 2.365)
C (1.309, 2.730, 1.241)
N (0.571, 1.671, 0.916)
C (-1.676, 1.074, -2.830)
C (-2.481, 1.070, -3.964)
N (-0.418, 1.744, -2.921)
C (-0.123, 2.712, -3.812)
C (1.088, 3.275, -3.466)
C (1.480, 2.596, -2.324)
N (0.562, 1.680, -1.993)
H (-5.612, 0.215, -4.982)
H (-4.157, 0.265, -5.989)
H (-4.915, 1.758, -5.455)
H (-5.426, 0.299, -2.558)
H (-4.021, 0.179, -0.586)
H (-3.101, -1.636, -0.009)
H (-3.854, -2.375, 2.194)
H (-3.737, -2.296, 4.593)
H (-3.643, -0.632, 5.157)
H (-2.228, -1.662, 5.278)
H (-1.316, 0.516, 4.038)
H (-1.030, 2.751, 3.505)
H (1.164, 4.245, 2.850)
H (2.165, 3.012, 0.650)
H (-2.057, 1.347, -4.921)
H (-0.791, 2.991, -4.605)
H (1.603, 4.072, -3.973)
H (2.366, 2.728, -1.725)
N (4.945, 0.473, 0.981)
C (4.374, 0.360, 2.237)
C (4.904, 0.472, 3.515)
C (4.035, 0.268, 4.567)
C (2.685, -0.046, 4.349)
C (2.159, -0.149, 3.079)
C (3.020, 0.073, 2.005)
N (2.802, 0.039, 0.637)
C (3.968, 0.270, 0.070)
C (4.114, 0.248, -1.367)
C (5.239, 0.326, -2.133)
S (4.831, 0.156, -3.782)
C (3.183, -0.006, -3.344)
N (2.955, 0.066, -2.070)
H (5.912, 0.675, 0.789)
H (5.948, 0.707, 3.679)
H (4.403, 0.337, 5.581)
H (2.053, -0.224, 5.210)
H (1.127, -0.421, 2.900)
H (6.264, 0.452, -1.822)
H (2.410, -0.160, -4.085)
O (0.627, -1.584, 0.651)
N (-0.001, -2.670, 0.193)
C (-0.316, -3.628, 1.086)
C (-0.982, -4.758, 0.698)
C (-1.351, -4.906, -0.639)
C (-0.995, -3.930, -1.544)
C (-0.281, -2.806, -1.125)
S (0.341, -1.640, -2.233)
H (-0.021, -3.426, 2.105)
H (-1.214, -5.518, 1.429)
H (-1.901, -5.778, -0.963)
H (-1.245, -4.006, -2.592)

Atomic partial charges in e from the Mulliken method, atoms 1 to 5:
1. Re 2.50
2. C -1.56
3. C 0.24
4. C -1.17
5. C -1.22